Entry from the OMol25 dataset: a cluster of 12 separate species, C27H83N17O12 in total (ωB97M-V/def2-TZVPD).

```
139
Properties=species:S:1:pos:R:3:forces:R:3:lowdin_charge:R:1
C 5.1420 0.5656 1.3660 -0.7 -0.3 -0.3 -0.163
O 4.7612 1.6726 0.5692 0.4 0.6 0.0 -0.137
H 5.4263 0.9576 2.3425 0.0 -0.7 0.2 0.082
H 4.2467 -0.0557 1.3881 0.2 -0.3 0.6 0.075
H 5.9410 -0.0173 0.9078 0.2 0.1 0.1 0.075
H 5.2446 2.3866 0.9912 -0.2 0.5 -0.6 0.066
C -3.3290 3.8622 -3.6720 1.6 -2.6 -1.0 -0.792
O -2.5765 2.9743 -4.0644 0.7 -0.2 -0.3 -0.003
N -3.0075 5.1237 -3.6789 1.5 3.5 0.0 0.171
N -4.5102 3.5558 -3.2103 -3.7 -0.5 1.3 0.159
H -3.6612 5.8936 -3.6706 0.1 -0.4 0.1 0.115
H -2.0400 5.3157 -3.8963 -0.3 0.2 -0.1 0.120
H -4.9106 2.6630 -3.4609 0.2 0.2 0.3 0.118
H -5.0167 4.1778 -2.5966 -0.1 -0.2 -0.3 0.109
C 2.2475 2.6957 5.3107 -0.7 2.1 0.3 -0.689
O 2.4426 3.2581 6.4050 0.3 -1.1 -2.1 0.008
N 1.7844 1.4684 5.1128 -0.4 -3.1 1.9 0.134
N 2.2975 3.2469 4.0609 0.8 1.9 -0.1 0.129
H 1.7146 0.9264 5.9621 -0.4 -0.2 -0.4 0.114
H 1.2659 1.1907 4.2917 0.2 0.0 0.4 0.107
H 2.6802 4.1764 3.9627 -0.2 -0.3 -0.2 0.104
H 2.0893 2.6675 3.2603 0.4 0.5 0.1 0.093
C -5.6178 -2.5666 3.1056 1.6 1.8 2.1 -0.835
O -5.6418 -1.3986 3.3742 0.1 3.4 -0.5 0.042
N -6.6371 -3.2872 3.3726 -5.7 -3.6 0.7 0.161
N -4.5058 -3.2004 2.8855 4.0 -2.3 -1.7 0.168
H -6.6729 -4.2911 3.4769 0.4 0.3 -0.2 0.113
H -7.3961 -2.8053 3.8329 0.1 0.0 -0.3 0.124
H -3.6302 -2.6975 2.9076 -0.4 0.0 -0.1 0.121
H -4.4474 -4.1970 2.7329 -0.1 0.3 0.0 0.107
C -1.1546 0.6332 0.4646 -0.2 0.3 -0.1 -0.823
O -0.8377 0.0326 1.4396 2.3 -1.9 2.6 0.045
N -2.4094 0.8793 0.2709 -5.1 1.0 -1.0 0.161
N -0.3917 1.1465 -0.4761 3.6 1.2 -2.6 0.168
H -3.0822 0.4946 0.9186 0.2 0.2 -0.1 0.122
H -2.7568 1.4316 -0.5001 0.0 -0.2 0.2 0.108
H 0.6084 1.0068 -0.4959 -0.3 -0.2 0.5 0.111
H -0.6896 1.6282 -1.3123 -0.6 -0.2 0.4 0.107
C 7.0927 2.3800 -4.6760 2.1 0.2 -2.0 -0.872
O 8.1008 2.2977 -4.0925 4.6 -0.7 3.2 0.087
N 5.9266 2.1792 -4.2545 -7.8 -0.9 3.1 0.180
N 7.0556 2.6528 -5.9607 0.1 1.4 -4.7 0.147
H 5.6145 1.8330 -3.3584 0.8 0.3 0.0 0.130
H 5.1747 2.4572 -4.8688 -0.1 -0.4 0.4 0.111
H 7.8715 2.5369 -6.5447 -0.2 0.3 0.4 0.117
H 6.1611 2.8353 -6.3926 0.6 -0.2 -0.4 0.099
C 1.8310 0.8315 -7.3708 3.4 1.4 -0.1 -0.741
O 2.2561 1.9312 -6.9968 -1.3 -0.3 0.2 -0.002
N 1.0216 0.0190 -6.7278 -2.6 0.0 2.3 0.160
N 2.4240 0.2246 -8.4066 0.2 -0.6 -1.3 0.141
H 0.4377 0.5316 -6.0826 -0.2 -0.6 0.2 0.119
H 0.7791 -0.9273 -6.9844 0.1 0.5 -0.1 0.113
H 1.8740 -0.5357 -8.7802 0.7 0.2 -0.8 0.099
H 3.0412 0.8222 -8.9375 -0.3 -0.5 -0.3 0.113
C -0.5500 -5.1359 6.6364 -0.2 -1.1 -0.4 -0.075
C -1.3502 -5.3442 7.9264 0.7 0.4 -1.4 -0.441
C -1.2195 -6.7023 8.5568 1.3 0.2 0.3 -0.252
O -2.1069 -6.7194 9.6371 -1.1 -1.1 0.0 -0.188
C -2.3294 -8.0311 10.1722 -0.9 0.7 -0.5 -0.082
N -0.8534 -4.2897 8.8170 -0.7 -0.6 0.4 0.048
H -0.9788 -5.6732 5.7905 -0.2 0.0 -0.1 0.070
H 0.4466 -5.5692 6.7212 0.3 0.3 0.2 0.076
H -0.4910 -4.0808 6.3693 0.0 -0.1 0.2 0.080
H -2.4001 -5.2982 7.6371 -0.3 0.8 0.5 0.137
H -0.2285 -6.8050 8.9989 0.7 0.0 -0.2 0.128
H -1.2885 -7.5207 7.8401 -0.7 -0.2 -0.1 0.125
H -2.1764 -8.8089 9.4241 1.1 -0.1 0.1 0.082
H -3.4024 -8.1790 10.2945 -0.2 0.5 0.7 0.081
H -1.8075 -8.1035 11.1264 0.1 -0.6 -0.2 0.091
H 0.1468 -4.3246 8.6812 0.4 0.3 0.0 0.063
H -0.9668 -4.6907 9.7370 -0.2 0.5 0.6 0.059
C 2.3651 -5.2851 0.2085 -0.5 0.7 1.2 -0.070
C 2.9038 -5.4630 -1.1987 -0.4 1.0 -0.9 -0.474
C 4.1401 -4.6024 -1.5094 1.0 0.1 2.0 -0.206
O 4.9307 -4.7406 -2.6748 -1.2 -0.9 1.2 -0.159
C 4.3283 -4.0967 -3.7228 0.4 0.3 -2.2 -0.156
N 3.1839 -6.8346 -1.3797 0.4 -1.8 -0.4 0.036
H 1.4445 -5.8476 0.3641 -0.1 0.0 -0.5 0.075
H 2.1438 -4.2700 0.5380 -0.1 0.4 -0.6 0.074
H 2.9642 -5.6166 1.0566 0.8 -0.4 -0.5 0.076
H 2.1067 -5.2327 -1.9055 -0.3 0.2 0.0 0.132
H 4.8066 -4.9510 -0.7205 0.4 0.3 0.3 0.125
H 3.9676 -3.5391 -1.3423 -0.3 0.2 0.0 0.123
H 4.2164 -3.0204 -3.5920 0.1 0.2 0.3 0.088
H 3.3559 -4.4698 -4.0445 -0.3 -0.4 0.3 0.086
H 5.0153 -4.2850 -4.5477 -0.2 0.4 -0.4 0.094
H 3.4634 -7.0074 -2.3347 -0.1 -0.1 -0.3 0.076
H 4.0049 -7.0811 -0.8456 0.1 -0.2 0.3 0.080
C -3.9473 -9.4712 -3.1796 -0.5 0.5 -0.2 -0.071
C -2.7898 -8.4880 -3.0573 0.8 -0.8 0.5 -0.429
C -3.2155 -7.0631 -2.8918 -1.2 1.3 -1.1 -0.250
O -2.1663 -6.1357 -2.9499 2.0 0.3 1.0 -0.197
C -2.4447 -4.7643 -2.6350 -0.8 -0.9 -0.8 -0.082
N -2.0086 -8.9321 -1.8724 0.3 0.4 -0.3 0.040
H -4.4520 -9.3980 -4.1429 0.0 0.1 -0.1 0.075
H -4.6974 -9.2329 -2.4254 -0.1 -0.2 0.2 0.074
H -3.6155 -10.5024 -3.0591 0.1 0.2 0.1 0.079
H -2.2084 -8.5692 -3.9757 0.5 0.0 0.2 0.140
H -3.8085 -6.9904 -1.9801 -0.1 0.2 0.4 0.123
H -3.8354 -6.7262 -3.7227 -0.9 -0.5 -0.2 0.128
H -3.1399 -4.7039 -1.7976 0.1 0.2 0.2 0.083
H -2.9189 -4.3134 -3.5068 -0.3 0.2 -0.1 0.079
H -1.5407 -4.1764 -2.4762 0.2 -0.6 0.3 0.084
H -1.2136 -8.3239 -1.7376 0.6 0.1 -0.6 0.061
H -2.5287 -8.6313 -1.0605 -0.7 -0.4 0.3 0.062
C 2.2031 7.1077 -1.9660 0.9 0.6 -0.1 -0.045
C 2.6746 7.7322 -3.3231 0.1 0.1 1.2 -0.438
C 4.1810 7.5111 -3.4439 0.4 0.2 0.7 -0.190
O 4.8816 8.4679 -2.6037 -0.9 -0.6 -0.4 -0.165
C 6.1381 8.8367 -3.0436 1.7 0.4 -0.9 -0.157
N 1.9299 7.1617 -4.4010 -0.3 -0.6 -0.9 0.024
H 3.1026 6.9769 -1.3644 -0.1 0.3 0.4 0.062
H 1.8276 6.0899 -2.0718 -0.3 0.1 -0.4 0.071
H 1.4962 7.7213 -1.4076 -0.1 -0.1 -0.2 0.069
H 2.5193 8.8065 -3.4226 -0.1 0.1 0.7 0.140
H 4.4840 7.5029 -4.4909 0.3 0.7 -0.1 0.118
H 4.4097 6.5085 -3.0824 0.1 -0.3 0.1 0.122
H 6.9459 8.1065 -2.9950 -0.3 -0.9 0.3 0.083
H 6.5925 9.6612 -2.4942 -0.8 0.2 0.4 0.085
H 6.1671 9.1500 -4.0872 -0.4 0.1 -0.3 0.081
H 1.8865 7.8008 -5.1818 0.0 0.0 -0.2 0.071
H 2.4306 6.3456 -4.7226 -0.3 -0.4 -0.3 0.071
C -5.9531 8.2793 2.1873 -0.7 1.5 2.0 -0.090
C -5.1254 7.1476 1.7776 -0.5 -1.2 -1.9 -0.447
C -4.6591 6.2503 2.9077 -1.5 0.0 -0.5 -0.226
O -3.9766 6.9673 3.8695 0.7 -0.1 1.0 -0.166
C -2.7352 7.4485 3.4688 1.2 0.2 -0.2 -0.124
N -5.9177 6.3712 0.7359 1.7 0.5 0.3 0.033
H -6.1715 9.0862 1.4878 0.5 -0.2 -0.5 0.085
H -5.4201 8.7088 3.0355 -0.3 0.5 0.2 0.082
H -6.9364 7.9608 2.5333 0.0 -0.2 0.3 0.088
H -4.2294 7.5749 1.3274 0.1 -0.4 -0.6 0.128
H -4.1271 5.4039 2.4734 0.4 -0.1 0.1 0.129
H -5.5377 5.8691 3.4281 -0.1 -0.3 0.0 0.134
H -2.8300 8.3776 2.9068 0.1 0.2 0.0 0.086
H -2.1296 6.7610 2.8783 -0.5 -0.5 -0.6 0.092
H -2.0457 7.5699 4.3042 -0.6 0.5 0.5 0.092
H -6.7806 6.0513 1.1519 -0.1 0.0 0.3 0.057
H -6.1807 7.1429 0.1397 -0.4 -0.3 -0.6 0.050
```
Forces are in eV/Å.

**E_LUMO**: -0.036 eV
**SMILES**: COC[C@H](C)N.COC[C@H](C)N.COC[C@H](C)N.COC[C@H](C)N.COC[C@H](C)N.NC(N)=O.NC(N)=O.NC(N)=O.NC(N)=O.NC(N)=O.NC(N)=O.CO